[1]
Density functional theory data (ωB97M-V/def2-TZVPD) for a molecular structure, C41H41AsCl3NO3OsP2Si.

## Properties
LUMO level	-7.23	eV
maximum force	0.6	eV/A
ΔE to the lowest compared entry with this formula, charge and spin	146.0	kJ/mol
total charge	+2
spin multiplicity	1
DFT total energy	-178134.696	eV

Each line ends with the Mulliken charge.
Cartesian coordinates (Å):
1 Os -0.62638 0.10101 0.70756  2.08
2 N -0.33586 -0.14843 2.90054  -0.54
3 C 1.05485 -0.60789 3.10509  0.00
4 C 1.52904 -1.38761 1.89843  0.40
5 O 2.46646 -2.11075 1.86724  -0.53
6 O 0.79655 -1.14503 0.75933  -0.60
7 H -0.51055 0.67593 3.46808  -0.04
8 H -0.96483 -0.85951 3.26559  0.57
9 H 1.16437 -1.22045 3.99799  0.54
10 H 1.71217 0.25641 3.20534  -0.29
11 O -0.98223 2.65374 -1.81096  0.32
12 C -0.80671 2.13821 -3.08471  0.44
13 C -0.68393 2.88829 -4.24498  -1.18
14 C -0.54129 2.24373 -5.46402  -0.99
15 C -0.51159 0.86269 -5.54048  -1.21
16 C -0.59248 0.12298 -4.37691  -0.22
17 C -0.75189 0.74268 -3.13477  0.95
18 P -0.41392 -0.29900 -1.67759  2.09
19 C -1.25215 -1.86821 -2.02110  0.35
20 C -0.85179 -3.02273 -1.34722  -0.16
21 C -1.54053 -4.21146 -1.54017  -0.58
22 C -2.63276 -4.25722 -2.39320  -0.83
23 C -3.04688 -3.10657 -3.04975  -0.87
24 C -2.36699 -1.91514 -2.86044  -0.87
25 C 1.37945 -0.50419 -1.90590  0.76
26 C 2.17815 0.58598 -1.56168  -0.23
27 C 3.54975 0.53301 -1.73825  -0.98
28 C 4.13298 -0.61486 -2.26229  -0.75
29 C 3.33974 -1.69235 -2.62294  -0.83
30 C 1.96179 -1.64009 -2.45106  -0.68
31 C -0.49321 3.84852 -1.34818  -0.23
32 C -0.60753 5.06965 -1.99355  -0.84
33 C -0.07672 6.20909 -1.40456  -0.77
34 C 0.53998 6.15260 -0.16643  -1.05
35 C 0.57449 4.95104 0.51884  -0.87
36 C 0.05656 3.78951 -0.06142  1.78
37 P -0.29914 2.41272 1.05821  2.24
38 C 0.86806 2.61711 2.41421  1.15
39 C 0.52018 2.73627 3.75983  -1.12
40 C 1.51277 2.79313 4.72907  -0.89
41 C 2.85068 2.72726 4.36368  -0.78
42 C 3.20296 2.60564 3.02492  -0.74
43 C 2.21782 2.54955 2.05276  -0.51
44 C -2.04250 2.57465 1.44236  1.31
45 C -2.82747 1.90971 0.48418  -1.58
46 C -4.21649 1.93093 0.58555  -1.23
47 C -4.81487 2.61652 1.62558  -0.86
48 C -4.03427 3.26641 2.58050  -0.85
49 C -2.65193 3.24385 2.50207  -1.07
50 H -0.67705 3.96139 -4.23284  0.19
51 H -0.44739 2.83916 -6.36235  0.43
52 H -0.39767 0.36612 -6.49381  0.48
53 H -0.49895 -0.95331 -4.42891  0.51
54 H -0.01082 -3.01375 -0.66451  0.01
55 H -1.21638 -5.09889 -1.01258  0.28
56 H -3.16569 -5.18671 -2.54442  0.46
57 H -3.90288 -3.13644 -3.71086  0.46
58 H -2.70995 -1.02325 -3.36764  0.48
59 H 1.71753 1.49630 -1.18299  0.44
60 H 4.16641 1.38507 -1.48242  0.52
61 H 5.20474 -0.66190 -2.40050  0.42
62 H 3.79197 -2.57995 -3.04509  0.49
63 H 1.35423 -2.48566 -2.74344  0.47
64 H -1.14585 5.16188 -2.92060  0.60
65 H -0.16448 7.15545 -1.92149  0.44
66 H 0.95604 7.04405 0.28130  0.47
67 H 0.99586 4.92181 1.51325  0.58
68 H -0.51578 2.78974 4.06725  0.39
69 H 1.23916 2.89777 5.77046  0.48
70 H 3.61993 2.77303 5.12289  0.43
71 H 4.24485 2.55590 2.73848  0.49
72 H 2.50119 2.46183 1.00949  0.38
73 H -2.36677 1.50969 -0.41958  0.95
74 H -4.81887 1.43954 -0.16552  0.62
75 H -5.89344 2.66234 1.69355  0.47
76 H -4.51235 3.81437 3.38165  0.49
77 H -2.07125 3.79249 3.22931  0.49
78 Cl -3.52654 -0.26357 3.01036  -0.24
79 Si -2.69995 -1.07145 1.32833  0.15
80 Cl -4.11661 -1.31054 -0.08315  -0.20
81 Cl -1.91364 -2.88071 1.85547  -0.05
82 C 0.09286 -6.83181 1.42886  -1.21
83 As 1.11578 -5.18424 1.16836  0.44
84 C 2.21952 -5.29520 2.77667  -1.17
85 C 2.42842 -5.87880 -0.09907  -1.24
86 H 0.75721 -7.68033 1.58846  0.40
87 H -0.53537 -7.03343 0.56156  0.38
88 H -0.55879 -6.72113 2.29585  0.37
89 H 2.53050 -6.32356 2.95600  0.41
90 H 1.66581 -4.93140 3.64241  0.33
91 H 3.09956 -4.66638 2.64997  0.36
92 H 2.93495 -6.75279 0.30854  0.43
93 H 3.16553 -5.10641 -0.32069  0.33
94 H 1.93253 -6.15366 -1.03040  0.38

Atomic forces in eV per Å
0.16 -0.61 -0.07
0.04 0.01 0.02
0.06 -0.07 -0.06
-0.12 -0.02 -0.01
0.04 0.06 0.06
-0.15 0.47 0.02
0.01 -0.01 -0.05
0.01 -0.03 0.02
-0.02 -0.04 -0.02
-0.04 0.01 0.03
-0.16 0.16 0.05
0.11 -0.22 -0.05
-0.03 -0.02 0.06
0.00 0.06 -0.03
0.00 -0.04 0.00
0.00 0.01 0.02
0.05 0.24 0.07
0.00 0.00 0.05
-0.02 0.03 0.03
0.02 -0.01 -0.01
0.02 0.03 0.00
0.01 -0.03 0.02
-0.02 0.04 -0.02
-0.02 0.01 -0.01
-0.02 -0.05 -0.05
-0.04 0.02 0.00
0.00 0.00 -0.01
0.00 0.00 0.00
0.00 0.00 0.00
-0.02 0.01 0.05
0.04 -0.12 -0.01
0.00 -0.05 0.02
0.00 0.02 -0.02
0.00 -0.01 0.02
0.03 0.00 -0.03
0.03 -0.07 0.01
-0.04 0.06 -0.01
-0.02 -0.05 0.00
-0.01 0.03 0.00
0.00 0.00 0.00
0.00 -0.01 0.00
0.01 0.01 0.01
0.00 0.02 -0.05
0.03 0.01 -0.01
0.04 -0.01 0.00
-0.10 0.06 -0.01
0.02 0.02 -0.01
0.01 -0.02 -0.02
0.00 0.00 0.00
-0.04 0.03 0.00
-0.01 0.00 0.01
0.00 0.00 0.01
0.00 -0.01 0.00
0.05 0.00 0.00
0.00 -0.01 0.00
0.01 0.00 0.00
0.00 0.01 0.00
-0.01 -0.01 -0.01
0.02 0.02 0.01
-0.01 0.00 0.00
0.00 0.00 0.00
0.00 0.00 0.00
-0.02 -0.03 0.01
0.00 -0.01 -0.02
0.00 -0.01 0.00
0.00 -0.01 0.01
0.00 0.01 0.02
0.00 0.02 0.01
0.00 0.00 0.00
0.00 0.00 0.00
-0.01 0.00 0.00
0.01 -0.01 -0.01
0.01 0.02 -0.05
0.01 0.03 0.01
0.00 0.00 0.00
0.00 0.00 0.00
0.01 0.01 -0.01
-0.04 -0.09 0.10
0.18 0.14 -0.08
-0.01 -0.08 -0.01
-0.05 0.12 -0.03
-0.04 -0.03 0.04
-0.10 0.08 -0.01
0.04 0.04 0.05
0.05 0.04 -0.09
0.00 -0.01 0.01
0.02 0.00 -0.03
0.02 -0.01 0.01
0.01 -0.01 0.01
-0.02 -0.05 0.00
0.00 -0.01 -0.02
0.00 -0.02 -0.01
0.00 -0.02 0.04
-0.01 -0.02 0.02

---

[2]
Density functional theory data (ωB97M-V/def2-TZVPD) for a molecular structure, C28H26N5RuS.

## Properties
LUMO level (alpha / beta)	-11.73 / -11.73	eV
maximum force	0.6	eV/A
ΔE to the lowest compared entry with this formula, charge and spin	0.0	kJ/mol
total charge	+3
spin multiplicity	1
DFT total energy	-50301.717	eV

Each line ends with the natural charge from an NBO analysis.
Cartesian coordinates (Å):
1 Ru 0.17034 0.09990 0.02541  0.78
2 C -2.44877 0.58612 1.55970  -0.22
3 C -1.58599 0.97726 2.75256  -0.47
4 C -0.42895 1.89681 2.44785  0.25
5 C -0.17469 2.94962 3.31865  -0.21
6 C 0.84542 3.84614 3.06360  -0.08
7 C 1.58997 3.68459 1.90317  -0.21
8 C 1.29353 2.62898 1.07434  0.05
9 N 0.32078 1.72592 1.33848  -0.45
10 N -1.83748 -0.46006 0.70232  -0.40
11 C -1.72163 -1.75023 1.45393  -0.27
12 C -0.38941 -1.89302 2.13335  0.22
13 C -0.21707 -2.72699 3.22572  -0.22
14 C 1.01414 -2.76426 3.85875  -0.09
15 C 2.02705 -1.92996 3.40141  -0.21
16 C 1.78477 -1.13274 2.30386  0.05
17 N 0.61081 -1.14142 1.64712  -0.43
18 C -2.67647 -0.70008 -0.48753  -0.26
19 C -1.87656 -1.55290 -1.42404  0.21
20 C -2.46617 -2.43427 -2.30998  -0.21
21 C -1.66339 -3.22850 -3.11362  -0.08
22 C -0.28801 -3.12544 -2.97929  -0.22
23 C 0.23170 -2.22759 -2.07004  0.07
24 N -0.53975 -1.43209 -1.30420  -0.42
25 H -2.64608 1.46052 0.93709  0.22
26 H -3.41681 0.21418 1.90953  0.24
27 H -1.23840 0.09715 3.29995  0.25
28 H -2.23326 1.50434 3.45385  0.27
29 H -0.79595 3.06090 4.19638  0.26
30 H 1.04507 4.66191 3.74519  0.27
31 H 2.38772 4.36275 1.63736  0.26
32 H 1.85598 2.47166 0.16594  0.21
33 H -1.86564 -2.57566 0.75444  0.25
34 H -2.52958 -1.81482 2.18763  0.25
35 H -1.04568 -3.32329 3.58297  0.26
36 H 1.17262 -3.40792 4.71333  0.27
37 H 2.98934 -1.88969 3.89130  0.26
38 H 2.53494 -0.44513 1.93911  0.22
39 H -2.92531 0.25854 -0.94399  0.24
40 H -3.61865 -1.18429 -0.21507  0.24
41 H -3.54467 -2.50243 -2.35593  0.26
42 H -2.10355 -3.92532 -3.81392  0.27
43 H 0.38389 -3.73887 -3.56240  0.27
44 H 1.29906 -2.14977 -1.93422  0.22
45 S 3.44608 0.70959 -2.77044  0.69
46 C 3.95392 -0.56412 -1.66223  -0.30
47 C 3.00891 -0.86262 -0.75185  -0.28
48 C 1.81502 -0.03841 -0.87218  -0.01
49 C 1.93762 0.77063 -2.08102  -0.15
50 C 0.81706 1.59297 -2.46780  0.10
51 C 0.78292 2.44733 -3.56008  -0.14
52 C -0.35563 3.21819 -3.76374  -0.11
53 C -1.39693 3.11766 -2.85747  -0.17
54 C -1.28575 2.23815 -1.78273  0.08
55 N -0.21619 1.47433 -1.58789  -0.39
56 H 4.94627 -0.97685 -1.76474  0.29
57 H 3.15478 -1.62872 -0.00563  0.27
58 H 1.62198 2.52153 -4.23895  0.26
59 H -0.41192 3.89234 -4.60733  0.27
60 H -2.29312 3.71299 -2.96060  0.27
61 H -2.07939 2.16887 -1.05239  0.21

Atomic forces in eV per Å
0.01 0.62 0.09
0.08 0.06 0.05
-0.06 0.02 0.02
-0.05 0.02 0.07
-0.02 -0.03 -0.04
0.01 -0.02 -0.03
-0.03 -0.04 -0.02
0.08 0.01 -0.05
-0.10 -0.06 0.04
-0.05 -0.13 -0.03
0.06 -0.02 0.02
-0.04 -0.03 -0.02
0.02 0.05 -0.04
0.01 0.03 -0.02
-0.03 -0.02 0.00
0.02 0.01 -0.03
-0.03 -0.02 0.01
-0.02 0.07 -0.02
-0.05 0.01 -0.05
0.03 0.04 0.02
0.00 0.01 0.01
0.00 0.01 0.01
-0.04 -0.04 -0.03
0.17 -0.15 -0.06
0.01 0.00 0.02
0.03 0.02 0.03
0.00 0.02 -0.03
0.00 -0.01 -0.02
-0.01 0.01 0.01
0.01 0.01 0.01
0.01 0.01 0.01
-0.01 0.02 0.02
0.05 0.02 0.03
0.02 -0.02 -0.02
-0.01 -0.01 0.01
0.00 -0.01 0.01
0.00 0.00 0.01
0.03 -0.02 -0.05
-0.01 -0.04 -0.01
0.02 -0.01 -0.01
-0.01 0.00 -0.01
0.00 -0.01 -0.01
0.01 -0.01 0.00
0.00 -0.02 -0.02
0.05 -0.20 0.02
-0.20 0.12 0.17
0.11 0.03 -0.06
0.22 -0.36 -0.47
-0.20 0.07 0.32
-0.04 0.04 0.06
-0.14 -0.05 0.10
-0.04 -0.01 0.05
0.04 0.00 -0.03
0.12 0.00 -0.04
-0.02 -0.01 -0.04
0.05 0.01 0.00
-0.02 0.00 0.05
0.04 -0.05 0.01
-0.04 0.02 0.00
-0.01 0.02 -0.03
0.00 0.02 0.00

---

[3]
Density functional theory data (ωB97M-V/def2-TZVPD) for a single C3H7IN3P molecule.

## Properties
LUMO level	-0.12	eV
maximum force	4.6	eV/A
ΔE to the lowest compared entry with this formula, charge and spin	5.1	kJ/mol
structure (SMILES)	[H]/N=N/[C@H](I)[C@@H](C)/N=P/[H]
spin multiplicity	1
DFT total energy	-25080.409	eV

Each line ends with the natural charge from an NBO analysis.
Cartesian coordinates (Å):
1 C 0.09480 1.56869 0.48714  -0.61
2 C -0.69418 0.46026 -0.23044  -0.14
3 C -0.77281 -0.74058 0.70557  -0.15
4 N 1.41364 -1.06132 1.21588  -0.33
5 N -0.03372 0.31482 -1.52752  -0.84
6 N 0.54103 -1.45522 0.49216  -0.16
7 P 0.31302 -1.06752 -2.17302  0.83
8 I -2.23003 -2.11379 -0.25013  0.07
9 H 1.14753 1.38486 0.90219  0.23
10 H 0.28189 2.46188 -0.06285  0.23
11 H -0.55778 1.78926 1.35668  0.20
12 H -1.64746 0.75438 -0.37674  0.21
13 H -1.08997 -0.45394 1.72943  0.24
14 H 2.35613 -1.39364 1.01142  0.33
15 H 0.87792 -0.44813 -3.27977  -0.11

Atomic forces in eV per Å
0.36 -0.07 2.31
4.56 -0.08 0.18
0.43 -1.30 -1.09
0.64 1.67 2.44
-0.87 -0.15 0.49
-1.41 -0.58 -0.48
0.14 -0.27 -0.23
0.08 0.30 0.95
-1.64 -0.69 -0.63
-0.61 0.57 -0.90
0.65 0.44 -0.14
-3.15 1.41 -0.68
0.43 -0.54 -0.56
-0.08 -0.84 -0.65
0.46 0.12 -1.02

---

[4]
Density functional theory data (ωB97M-V/def2-TZVPD) for a gas-phase ion, C6H15N2O2 (charge +1).

## Properties
LUMO level	-2.79	eV
maximum force	5.2	eV/A
ΔE to the lowest compared entry with this formula, charge and spin	444.6	kJ/mol
total charge	+1
structure (SMILES)	CC(C)[C@H]1[N@H+](CO)[C@@]1(N)O
spin multiplicity	1
DFT total energy	-13531.110	eV

Each line ends with the natural charge from an NBO analysis.
Cartesian coordinates (Å):
1 C -0.96995 1.27783 -0.01803  0.63
2 C 2.31302 1.19693 0.06670  -0.63
3 C 2.02944 -1.29628 0.17581  -0.61
4 C -2.24931 -1.09991 -0.31577  0.11
5 C 0.03789 0.24399 -0.39796  -0.05
6 C 1.32582 0.07495 0.42754  -0.23
7 N -2.14206 1.86785 -0.92030  -0.83
8 N -1.20602 -0.37912 0.24533  -0.47
9 O -0.84788 2.01758 1.06387  -0.65
10 O -3.08836 -1.22955 0.76051  -0.71
11 H 1.80847 2.16632 0.25382  0.22
12 H 2.77273 1.11270 -0.92313  0.23
13 H 3.25987 1.27665 0.71762  0.25
14 H 2.82823 -1.28663 0.85996  0.24
15 H 2.25684 -1.61158 -0.89326  0.23
16 H 1.29670 -2.07728 0.29056  0.21
17 H -2.70974 -0.40658 -1.26363  0.15
18 H -2.06275 -2.04207 -0.83673  0.20
19 H 0.08670 0.02460 -1.40974  0.25
20 H 1.06194 0.23465 1.43499  0.22
21 H -3.01486 1.36982 -0.55661  0.38
22 H -2.12611 1.68922 -1.90566  0.39
23 H -1.05498 -0.53788 1.22957  0.44
24 H -1.66477 2.47296 1.35936  0.53
25 H -3.94022 -1.47548 0.64020  0.50

Atomic forces in eV per Å
-3.52 0.92 -2.50
1.09 1.21 1.09
-2.40 0.20 -1.77
-3.18 0.83 -3.99
-0.83 0.67 2.33
1.20 -0.15 -2.75
1.01 -2.12 3.33
3.12 2.00 0.33
0.55 -0.44 0.72
3.38 1.27 1.66
0.40 -0.28 -0.60
-0.68 0.10 -0.14
-1.63 -0.67 -0.45
1.15 -0.80 0.51
0.56 1.53 1.04
-0.18 -0.65 1.30
0.99 -1.70 2.47
0.78 -0.12 0.47
0.18 -0.36 -1.89
-0.27 -0.26 1.45
1.38 1.14 -0.58
0.62 -0.27 -0.53
-0.06 -0.35 0.34
0.37 -0.29 -0.65
-4.03 -1.38 -1.16

---

Which formula does entry 2 have? C28H26N5RuS